# 1
Below is a 2-piece molecular cluster, CH4Cl2OSi overall in a non-equilibrium geometry, with properties calculated with ωB97M-V with the def2-TZVPD basis set.

Last column: natural (NBO) charge in e.
Atoms and positions in Å:
C  -1.05  0.28  -0.52  -1.132
Si  -0.18  -1.05  0.49  1.893
O  -0.41  -1.51  1.93  -1.151
Cl  1.39  -1.76  -0.63  -0.413
H  -0.73  1.19  -0.01  0.270
H  -0.74  0.17  -1.50  0.250
H  -2.05  0.06  -0.27  0.256
Cl  1.82  1.45  0.85  -0.226
H  1.95  1.17  -0.33  0.253

ΔE to the lowest compared entry with this formula, charge and spin (kJ/mol): 273.4
2S+1: 1
Lowest unoccupied orbital energy (Eh): 0.001
Total charge: 0
HOMO level (hartree): -0.3904
HOMO-LUMO gap (eV): 10.6

***

# 2
Below is a 2-piece molecular cluster, CH4Cl2OSi overall in a non-equilibrium geometry, with properties calculated with ωB97M-V with the def2-TZVPD basis set.

Last column: natural (NBO) charge in e.
Atoms and positions in Å:
C  1.22  -0.70  -0.55  -1.184
Si  0.19  0.59  0.28  2.001
O  -1.23  1.01  0.03  -1.168
Cl  1.45  1.90  1.19  -0.362
H  1.99  -0.76  0.14  0.249
H  0.72  -1.67  -0.65  0.276
H  1.68  -0.57  -1.53  0.293
Cl  -3.53  -0.20  0.90  -0.465
H  -2.48  0.41  0.20  0.359

ΔE to the lowest compared entry with this formula, charge and spin (kJ/mol): 275.9
2S+1: 1
Lowest unoccupied orbital energy (Eh): -0.042
Total charge: 0
HOMO level (hartree): -0.3663
HOMO-LUMO gap (eV): 8.8

***

# 3
Below is a 2-piece molecular cluster, CH4Cl2PS overall in a non-equilibrium geometry, with properties calculated with ωB97M-V with the def2-TZVPD basis set.

Last column: natural (NBO) charge in e.
Atoms and positions in Å:
C  0.20  -0.33  0.94  -0.892
P  -0.11  0.74  -0.60  0.986
S  0.90  -0.49  -1.93  -0.072
Cl  0.75  2.47  -0.36  -0.083
Cl  -3.12  -0.87  1.39  0.031
H  0.42  -1.22  0.43  0.250
H  -0.79  -0.62  1.53  0.301
H  0.78  0.06  1.68  0.273
H  0.98  0.26  -3.06  0.206

ΔE to the lowest compared entry with this formula, charge and spin (kJ/mol): 404.5
2S+1: 1
Lowest unoccupied orbital energy (alpha / beta) (Eh): -0.299 / -0.280
Total charge: +1
HOMO level (alpha / beta) (hartree): -0.5744 / -0.5446
HOMO-LUMO gap (alpha / beta) (eV): 7.5 / 7.2

***

# 4
Below is a 2-piece molecular cluster, CH4Cl2SSi overall in a non-equilibrium geometry, with properties calculated with ωB97M-V with the def2-TZVPD basis set.

Last column: natural (NBO) charge in e.
Atoms and positions in Å:
C  -1.30  0.03  0.45  -0.487
Si  1.02  0.69  -0.64  0.867
S  2.24  -0.61  0.52  -0.424
Cl  -2.48  1.28  0.38  0.009
Cl  -2.02  -1.48  -0.23  -0.039
H  -0.97  -0.28  1.51  0.211
H  0.43  0.02  -1.90  -0.161
H  1.85  1.77  -1.09  -0.153
H  1.24  -1.43  1.01  0.177

ΔE to the lowest compared entry with this formula, charge and spin (kJ/mol): 329.5
2S+1: 1
Lowest unoccupied orbital energy (Eh): -0.041
Total charge: 0
HOMO level (hartree): -0.3194
HOMO-LUMO gap (eV): 7.6

***

# 5
Below is a 2-piece molecular cluster, CH4ClFS overall in a non-equilibrium geometry, with properties calculated with ωB97M-V with the def2-TZVPD basis set.

Last column: natural (NBO) charge in e.
Atoms and positions in Å:
F  -0.87  -0.24  0.56  -0.341
C  -0.21  0.93  0.75  0.040
Cl  -0.16  1.85  -0.76  -0.056
H  0.82  0.73  1.05  0.179
H  -0.74  1.53  1.49  0.186
S  -0.02  -1.98  -1.29  -0.293
H  0.99  -1.24  -1.77  0.136
H  0.19  -1.58  -0.03  0.150

ΔE to the lowest compared entry with this formula, charge and spin (kJ/mol): 38.1
2S+1: 1
Lowest unoccupied orbital energy (Eh): 0.029
Total charge: 0
HOMO level (hartree): -0.3400
HOMO-LUMO gap (eV): 10.0

***

# 6
Below is a 2-piece molecular cluster, CH4ClN2O2S overall in a non-equilibrium geometry, with properties calculated with ωB97M-V with the def2-TZVPD basis set.

Last column: natural (NBO) charge in e.
Atoms and positions in Å:
C  -1.35  0.74  0.06  0.775
N  -1.00  0.62  -1.11  -0.752
N  -1.88  0.69  1.12  -0.476
O  0.61  -1.51  -1.22  -0.906
O  1.31  -1.32  1.15  -0.926
S  1.71  -1.33  -0.35  1.658
Cl  2.06  0.77  -0.62  -0.333
H  -1.05  1.50  -1.61  0.463
H  -0.30  -0.06  -1.37  0.478
H  -1.96  0.89  2.03  0.455
H  1.85  -0.98  1.91  0.564

2S+1: 1
Lowest unoccupied orbital energy (Eh): -0.154
Total charge: +1
HOMO level (hartree): -0.5421
HOMO-LUMO gap (eV): 10.6

***

# 7
Below is a 2-piece molecular cluster, CH4ClN2S overall in a non-equilibrium geometry, with properties calculated with ωB97M-V with the def2-TZVPD basis set.

Last column: natural (NBO) charge in e.
Atoms and positions in Å:
C  -0.75  -0.14  0.04  0.560
N  -0.39  1.07  -0.21  -0.760
N  -0.01  -1.17  0.20  -0.790
S  -3.22  -0.89  -0.26  0.251
Cl  -4.34  0.73  0.20  -0.032
H  0.65  1.25  -0.35  0.442
H  -1.16  1.59  -0.58  0.449
H  0.99  -1.33  0.03  0.434
H  -0.35  -2.02  0.66  0.446

ΔE to the lowest compared entry with this formula, charge and spin (kJ/mol): 232.9
2S+1: 1
Lowest unoccupied orbital energy (alpha / beta) (Eh): -0.252 / -0.252
Total charge: +1
HOMO level (alpha / beta) (hartree): -0.5146 / -0.5144
HOMO-LUMO gap (alpha / beta) (eV): 7.1 / 7.1

***

# 8
Below is one molecule with the formula CH4ClN3 in a non-equilibrium geometry, with properties calculated with ωB97M-V with the def2-TZVPD basis set.

Last column: natural (NBO) charge in e.
Atoms and positions in Å:
Cl  2.43  0.11  0.21  0.028
N  1.05  -0.42  -0.78  -0.232
C  -0.04  0.56  -0.59  -0.096
N  -0.70  -0.30  0.31  -0.509
N  0.47  -1.34  0.12  -0.309
H  -0.75  0.48  -1.49  0.182
H  0.02  1.63  -0.41  0.215
H  -0.84  0.05  1.30  0.361
H  0.02  -2.16  -0.30  0.360

ΔE to the lowest compared entry with this formula, charge and spin (kJ/mol): 351.6
2S+1: 1
Lowest unoccupied orbital energy (Eh): 0.036
Total charge: 0
HOMO level (hartree): -0.3356
HOMO-LUMO gap (eV): 10.1

***

# 9
Below is CH4ClNO as an isolated structure in a non-equilibrium geometry, with properties calculated with ωB97M-V with the def2-TZVPD basis set.

Last column: natural (NBO) charge in e.
Atoms and positions in Å:
C  0.43  -0.11  -0.15  0.334
N  -0.92  0.05  -0.62  -0.870
O  0.99  1.04  0.31  -0.704
Cl  0.48  -1.30  1.36  -0.242
H  1.23  -0.82  -1.07  0.204
H  -1.27  -0.87  -1.03  0.404
H  -1.49  0.63  0.09  0.388
H  0.56  1.38  1.11  0.487

ΔE to the lowest compared entry with this formula, charge and spin (kJ/mol): 185.2
2S+1: 1
Lowest unoccupied orbital energy (Eh): 0.027
Total charge: 0
HOMO level (hartree): -0.3637
HOMO-LUMO gap (eV): 10.6

***

# 10
Below is CH4ClNO as an isolated structure in a non-equilibrium geometry, with properties calculated with ωB97M-V with the def2-TZVPD basis set.

Last column: natural (NBO) charge in e.
Atoms and positions in Å:
C  -0.02  -0.30  -0.30  0.499
N  0.26  0.62  0.59  -0.782
O  -0.65  -1.33  0.21  -0.670
Cl  -1.52  0.77  -1.67  -0.635
H  0.50  -0.47  -1.31  0.232
H  -0.28  0.53  1.51  0.415
H  0.44  1.51  0.26  0.419
H  -0.96  -2.02  -0.44  0.522

ΔE to the lowest compared entry with this formula, charge and spin (kJ/mol): 107.3
2S+1: 1
Lowest unoccupied orbital energy (Eh): 0.016
Total charge: 0
HOMO level (hartree): -0.3366
HOMO-LUMO gap (eV): 9.6